(1)
C31H40As2I2N5O2Ti as an isolated structure at a distorted geometry. Source: the Open Molecules 2025 dataset; level of theory: the ωB97M-V functional and the def2-TZVPD basis.

Computed properties:
Expectation value of S²: 2.0346
Charge: +1
F_max: 0.0202 Eh/bohr
Highest occupied orbital energy (spin up / spin down): -8.272 / -10.053 eV
Multiplicity: 3

Atoms and positions in Å:
Ti 0.2850 0.2830 -0.4628
C -0.4232 -0.1620 3.6756
As 0.5707 0.6398 2.2229
C 0.5069 2.5145 2.7163
C 2.4215 0.2223 2.6750
C 2.7878 -0.1797 3.9551
C 4.1166 -0.4355 4.2624
C 5.0939 -0.2817 3.2923
C 4.7394 0.1185 2.0118
C 3.4075 0.3653 1.6897
As 2.9065 0.8476 -0.1323
C 4.2933 -0.0058 -1.1789
C 3.3900 2.7184 -0.2504
H -0.1618 0.3253 4.6154
H -0.2117 -1.2286 3.7407
H -1.4883 -0.0234 3.4892
H 0.9561 2.6356 3.7024
H -0.5308 2.8480 2.7253
H 1.0373 3.1024 1.9725
H 2.0429 -0.3010 4.7316
H 4.3869 -0.7545 5.2597
H 6.1309 -0.4776 3.5285
H 5.5181 0.2251 1.2670
H 5.2663 0.4389 -0.9712
H 4.0606 0.1273 -2.2357
H 4.3162 -1.0710 -0.9530
H 4.3710 2.8681 0.2015
H 2.6421 3.3223 0.2588
H 3.4160 3.0129 -1.3003
I -0.1557 5.4767 -0.1981
C 0.0600 4.2272 -1.8204
C 0.1444 4.7894 -3.1191
C 0.3029 4.0113 -4.2301
I 0.4265 4.9171 -6.0877
C 0.3875 2.5939 -4.0871
C 0.5861 1.6842 -5.1557
C 0.6822 0.3445 -4.9125
C 0.5725 -0.1145 -3.5847
N 0.3772 0.6996 -2.5663
C 0.2899 2.0513 -2.7976
C 0.1266 2.8679 -1.6294
O 0.0484 2.2720 -0.4602
H 0.0856 5.8645 -3.2124
H 0.6667 2.0671 -6.1643
H 0.8413 -0.3721 -5.7044
H 0.6534 -1.1724 -3.3593
C -5.7434 -0.3544 2.1057
C -5.2109 -0.9517 0.8142
N -4.1363 -0.1530 0.2173
C -4.5315 1.0980 -0.4312
C -4.1088 2.3483 0.3255
C -2.8445 -0.5228 0.2574
C -2.4689 -1.7484 1.0376
N -1.8948 0.1646 -0.3143
H -6.5378 -0.9779 2.5148
H -6.1558 0.6408 1.9419
H -4.9562 -0.2724 2.8564
H -6.0076 -1.0294 0.0702
H -4.8480 -1.9641 0.9748
H -5.6170 1.0694 -0.5194
H -4.1536 1.1058 -1.4590
H -4.5814 2.3819 1.3060
H -4.4130 3.2355 -0.2294
H -3.0285 2.4113 0.4709
H -2.7687 -2.6545 0.5112
H -2.9413 -1.7540 2.0194
H -1.3873 -1.7757 1.1561
H -2.2732 0.9714 -0.8038
N -0.0636 -6.7930 -1.2570
C 0.8026 -6.0744 -0.4871
O 1.6081 -6.6143 0.2475
C 0.7049 -4.5907 -0.5533
C 1.6482 -3.8395 0.1578
C 1.6038 -2.4753 0.1564
N 0.6505 -1.7436 -0.5149
C -0.2496 -2.4938 -1.2413
C -0.2566 -3.8627 -1.2652
H 0.0847 -7.7875 -1.2816
H -0.5669 -6.3747 -2.0162
H 2.4144 -4.3524 0.7222
H 2.3146 -1.8951 0.7338
H -0.9985 -1.9345 -1.7916
H -1.0312 -4.3391 -1.8514

=====

(2)
A 3-piece molecular cluster, C39H58BClN2O13P2S2 overall at a distorted geometry. Source: the Open Molecules 2025 dataset; level of theory: the ωB97M-V functional and the def2-TZVPD basis.

Computed properties:
F_max: 0.0976 Eh/bohr
Highest occupied orbital energy: -7.920 eV
Multiplicity: 1

Atoms and positions in Å:
C 4.5418 0.1974 5.1871
C 4.5116 1.3559 4.0692
C 3.1896 2.2266 4.2280
O 2.5307 2.2618 2.9464
C 1.1399 1.9189 3.0127
C 0.8074 1.0687 1.7297
C 1.2715 -0.3162 1.5616
C 2.1401 -1.0081 2.6794
C 1.1469 -1.9339 3.4984
O 1.4363 -3.0151 3.8954
Cl -0.5502 -1.3491 3.8279
C 0.9250 -1.1407 0.3732
B 1.4555 -2.6624 0.2170
O 0.4734 -3.6622 -0.0162
O 2.8171 -2.9980 0.3010
C 3.6115 -2.3361 -0.7053
C 5.0368 -2.0731 -0.0461
C 0.0887 -0.5247 -0.6367
C -0.3641 0.8725 -0.4694
C -0.0364 1.7014 0.6868
C -0.6124 3.1401 0.7709
C 0.4366 4.3040 0.5162
C 1.5959 3.9499 -0.5007
N 2.8743 3.9050 0.2577
C -1.2837 1.4318 -1.6101
O -1.1675 2.5277 -2.0945
C -2.3487 0.3801 -2.0947
C -3.7417 0.6890 -2.3988
P -4.2249 2.5077 -2.2272
N -3.7843 3.0554 -0.7869
C -4.6946 -0.3804 -2.8070
C -6.1371 0.0804 -3.1266
C -7.0564 -0.0155 -1.7436
C -6.4611 0.8528 -0.4960
O -6.4352 -0.7212 -0.6332
C -4.2871 -1.8089 -2.9176
P -5.4240 -3.2037 -3.3745
C -7.2243 -2.8775 -2.9737
C -5.0568 -4.7551 -2.3358
C -2.8475 -2.0669 -2.6448
C -2.2139 -3.5012 -2.7753
O -2.1508 -4.1768 -1.5077
O -1.2272 -5.1928 -1.6445
C -1.9096 -1.0244 -2.2479
C -0.4068 -1.2649 -1.9218
O 0.3699 -1.9050 -2.5928
H 5.6224 0.0778 5.4680
H 3.8936 0.4982 6.0468
H 4.1354 -0.7751 4.8029
H 5.4405 1.9683 4.1263
H 4.4062 0.8057 3.0914
H 3.5399 3.2829 4.4323
H 2.5365 1.9107 5.0793
H 0.8626 1.2813 3.8980
H 0.5118 2.8465 3.0820
H 3.0010 -1.5829 2.2674
H 2.4360 -0.1974 3.3885
H 0.1781 -3.9483 0.8704
H 3.2257 -1.3225 -0.9993
H 3.7701 -2.9577 -1.6223
H 5.4820 -3.0797 0.1762
H 5.6914 -1.4503 -0.7072
H 4.8982 -1.5694 0.9535
H -1.5341 3.2890 0.1416
H -0.9750 3.2683 1.8319
H -0.1525 5.1654 0.0958
H 0.8568 4.5949 1.5155
H 1.6752 4.8246 -1.2085
H 1.3979 3.0492 -1.1361
H 3.1260 2.9571 0.5353
H 3.6109 4.3456 -0.2911
H -5.6304 2.7038 -2.3014
H -3.5563 3.1864 -3.2907
H -3.3582 2.3078 -0.2360
H -6.6725 -0.5227 -3.8953
H -6.2147 1.1499 -3.4586
H -8.1994 -0.0502 -1.8604
H -6.9536 0.7941 0.5036
H -5.3602 0.8629 -0.3203
H -7.2950 -2.5425 -1.9074
H -7.7333 -3.8853 -3.0089
H -7.7695 -2.2358 -3.7026
H -4.4957 -4.5079 -1.3929
H -4.4317 -5.4265 -2.9722
H -6.0065 -5.3076 -2.1088
H -1.1971 -3.4830 -3.2359
H -2.8725 -4.0403 -3.5240
H -0.3368 -4.7765 -1.6362
C -3.2535 8.0175 3.3480
C -4.2427 7.2458 2.4688
C -3.4645 6.1201 1.7802
S -2.1036 5.7133 2.8723
O -0.8659 6.0570 2.2134
O -2.3275 4.4084 3.4497
C -2.4572 6.9593 4.1026
H -3.7637 8.6973 4.0316
H -2.5846 8.6105 2.7178
H -5.0302 6.8187 3.0960
H -4.7241 7.8955 1.7366
H -4.0817 5.2354 1.6292
H -3.0458 6.4463 0.8283
H -1.5276 7.3389 4.5235
H -3.0612 6.4942 4.8834
C 7.7616 -6.7480 -3.2250
C 6.2577 -6.5204 -3.4076
C 5.8043 -5.5486 -2.3139
S 7.2333 -4.5425 -1.9143
O 7.6304 -4.8271 -0.5575
O 7.0138 -3.1962 -2.3840
C 8.3683 -5.3645 -3.0218
H 8.2017 -7.2556 -4.0841
H 7.9365 -7.3668 -2.3403
H 6.0733 -6.0797 -4.3914
H 5.6988 -7.4558 -3.3586
H 4.9954 -4.9050 -2.6564
H 5.5011 -6.0768 -1.4098
H 9.3629 -5.3912 -2.5798
H 8.3872 -4.8019 -3.9565

=====

(3)
One molecule with the formula C2HFN2O2 at a distorted geometry. Source: the Open Molecules 2025 dataset; level of theory: the ωB97M-V functional and the def2-TZVPD basis.

Computed properties:
F_max: 0.0575 Eh/bohr
Highest occupied orbital energy: -10.837 eV
Multiplicity: 1

Atoms and positions in Å:
C -0.1502 -0.0574 -0.5829
C 0.0736 0.0155 0.8487
H -1.0017 -1.7316 -0.4977
N 0.4380 0.8884 -1.2069
N 0.7613 1.1092 1.0176
O -0.8149 -1.0693 -1.1908
O 1.0194 1.6307 -0.2059
F -0.3256 -0.7856 1.8179

=====

(4)
C38H29F10N4S2SbW as an isolated structure. Source: the Open Molecules 2025 dataset; level of theory: the ωB97M-V functional and the def2-TZVPD basis.

Computed properties:
Expectation value of S²: 2.0191
Charge: +2
F_max: 0.0146 Eh/bohr
Highest occupied orbital energy (spin up / spin down): -13.412 / -13.578 eV
Multiplicity: 3

Atoms and positions in Å:
W 0.1689 -0.0527 -1.6025
C -0.3666 2.5270 -3.0969
N -0.1788 2.1138 -1.6783
C -1.4178 2.3734 -0.9097
C -2.4702 1.3944 -1.4125
N -1.8367 0.0702 -1.5885
C -2.7443 -1.0073 -1.6789
C -3.8159 -1.0206 -2.5752
F -3.9820 0.0015 -3.4181
C -4.7055 -2.0814 -2.6466
F -5.7046 -2.0514 -3.5097
C -4.5284 -3.1862 -1.8201
F -5.3604 -4.2084 -1.8840
C -3.4597 -3.2092 -0.9366
F -3.2634 -4.2601 -0.1489
C -2.5912 -2.1322 -0.8757
F -1.5597 -2.2022 -0.0209
C 1.0482 2.7389 -1.1468
C 2.2757 2.0159 -1.7444
N 1.8416 0.7304 -2.3110
C 2.7247 0.0213 -3.1428
C 4.0957 -0.1143 -2.9450
F 4.6888 0.5014 -1.9170
C 4.8780 -0.9029 -3.7786
F 6.1750 -1.0118 -3.5463
C 4.2996 -1.5882 -4.8361
F 5.0374 -2.3522 -5.6205
C 2.9317 -1.4693 -5.0612
F 2.3582 -2.1133 -6.0670
C 2.1801 -0.6665 -4.2278
F 0.8542 -0.5337 -4.4743
H -0.7983 3.5296 -3.1340
H -1.0394 1.8344 -3.6065
H 0.5907 2.5165 -3.6094
H -1.7480 3.4070 -1.0502
H -1.2010 2.2072 0.1472
H -2.9069 1.7433 -2.3506
H -3.2872 1.3237 -0.6882
H 1.0216 2.6180 -0.0671
H 1.0627 3.8068 -1.3826
H 3.0029 1.8436 -0.9470
H 2.7615 2.6208 -2.5146
S 1.1878 -0.4603 0.4987
Sb 0.3589 0.2818 2.6075
C -0.4013 2.2324 2.6463
C -1.7055 2.4384 3.0938
C -2.1989 3.7315 3.2101
C -1.3948 4.8152 2.8974
C -0.0857 4.6158 2.4798
C 0.4129 3.3295 2.3597
C 2.0966 0.1738 3.7507
C 2.2905 -0.7536 4.7700
C 3.5036 -0.7901 5.4415
C 4.5192 0.0869 5.0959
C 4.3294 1.0104 4.0787
C 3.1224 1.0540 3.4022
C -1.2216 -0.9960 3.0729
C -2.4017 -0.7859 2.3569
C -3.4936 -1.6127 2.5611
C -3.4106 -2.6553 3.4713
C -2.2380 -2.8726 4.1782
C -1.1402 -2.0474 3.9822
H -2.3418 1.6072 3.3648
H -3.2098 3.8891 3.5590
H -1.7802 5.8205 2.9989
H 0.5504 5.4634 2.2655
H 1.4462 3.1966 2.0666
H 1.5127 -1.4369 5.0725
H 3.6510 -1.5046 6.2390
H 5.4626 0.0527 5.6225
H 5.1214 1.6965 3.8139
H 2.9951 1.7772 2.6061
H -2.4778 0.0181 1.6314
H -4.4095 -1.4444 2.0102
H -4.2629 -3.3014 3.6305
H -2.1754 -3.6851 4.8883
H -0.2423 -2.2405 4.5479
S 1.2449 -4.5756 -2.2119
C -0.0516 -4.1153 -3.2251
C -0.3520 -2.8101 -3.0346
N 0.4355 -2.1767 -2.0941
C 1.3200 -3.0156 -1.5881
H -0.5159 -4.8088 -3.9045
H -1.1126 -2.2506 -3.5584
H 2.0312 -2.7269 -0.8303

=====

(5)
One molecule with the formula C18H18N4O4S at a distorted geometry. Source: the Open Molecules 2025 dataset; level of theory: the ωB97M-V functional and the def2-TZVPD basis.

Computed properties:
F_max: 0.0274 Eh/bohr
Highest occupied orbital energy: -7.761 eV
Multiplicity: 1

Atoms and positions in Å:
C -3.7784 -3.9045 -0.1826
H -3.1025 -4.1674 0.6379
O -4.3010 -2.6084 -0.0276
C -3.4370 -1.5607 -0.0242
C -2.0613 -1.6586 -0.1504
C -1.2649 -0.5251 -0.1357
C -1.8386 0.7288 0.0041
C -3.2296 0.8418 0.1301
C -4.0298 -0.2809 0.1192
O -5.3844 -0.2750 0.2355
C -6.0321 0.9670 0.3667
H -5.8536 1.6078 -0.5026
H -7.0941 0.7370 0.4351
H -5.7148 1.4925 1.2731
H -3.6390 1.8326 0.2305
C -1.0588 1.9432 0.0086
N -1.5707 3.1627 -0.0027
N -0.6052 4.0650 -0.0074
C 0.5442 3.4274 0.0038
C 1.8811 3.8690 0.0082
C 2.8567 2.9226 0.0409
C 2.4817 1.5464 0.0721
N 1.2523 1.1170 0.0514
N 0.3030 2.0524 0.0160
S 3.7769 0.3723 0.1509
C 2.8232 -1.1700 0.3194
C 2.2628 -1.7344 -0.9896
O 1.3655 -2.5348 -0.9449
C 2.9461 -1.2898 -2.2395
H 4.0252 -1.3656 -2.1147
H 2.7038 -0.2462 -2.4350
H 2.6146 -1.8959 -3.0784
H 2.0016 -0.9963 1.0165
C 3.7681 -2.2572 0.8390
O 4.9414 -2.2294 0.5874
C 3.0702 -3.3290 1.6144
H 2.1798 -3.6473 1.0740
H 2.7549 -2.9305 2.5774
H 3.7379 -4.1707 1.7766
H 3.9053 3.1694 0.0512
H 2.0840 4.9266 -0.0099
H -0.2001 -0.6295 -0.2481
H -1.5827 -2.6167 -0.2715
H -3.2506 -4.0155 -1.1353
H -4.6392 -4.5712 -0.1674

=====

(6)
C5H11N as an isolated structure at a distorted geometry. Source: the Open Molecules 2025 dataset; level of theory: the ωB97M-V functional and the def2-TZVPD basis.

Computed properties:
F_max: 0.0611 Eh/bohr
Highest occupied orbital energy: -6.514 eV
Multiplicity: 1

Atoms and positions in Å:
C 0.6704 0.8854 1.8331
C 0.8120 -0.5029 1.2002
C 1.1264 -0.4499 -0.3258
C 0.1755 0.5840 -1.0050
C -1.7080 -0.9698 -0.7498
N -1.1782 0.3736 -1.1886
H -0.3245 1.3142 1.7191
H 1.4129 1.5857 1.4505
H 0.7917 0.7430 2.9152
H -0.1912 -0.9230 1.2238
H 1.5287 -1.1903 1.6362
H 1.0027 -1.3753 -0.8772
H 2.1199 0.0015 -0.4121
H 0.6286 1.4322 -1.5165
H -0.4067 -0.0677 -2.0063
H -2.5101 -0.7625 -0.0404
H -2.1581 -1.2707 -1.7230